(1)
10
Properties=species:S:1:pos:R:3:lowdin_charge:R:1 method="wB97M-V/def2-TZVPD" total_charge=0 e_homo_ev="-8.60 / -8.63" de_lowest_kj_mol=289.2
C 0.57402 1.00095 -0.19163 -0.231
C 1.75881 0.42480 -0.35065 -0.395
C 0.00000 -1.31948 0.06122 -0.468
C -0.43504 -0.02368 0.01223 -0.841
S 1.69754 -1.35319 -0.24539 0.964
Se -2.26562 0.24728 -0.24190 0.667
H 0.42451 2.09790 -0.36576 0.127
H 2.71841 0.78736 -0.80084 0.085
H -0.65320 -2.12477 0.10436 0.039
H -3.81942 0.26284 2.01837 0.051



(2)
15
Properties=species:S:1:pos:R:3:lowdin_spin:R:1 method="wB97M-V/def2-TZVPD" s_squared=0.75 total_charge=-2 spin_multiplicity=2 e_homo_ev="-1.55 / -1.53"
O 0.61146 2.15622 -1.15747 0.020
H 0.74683 3.01822 -0.72897 0.001
C 0.24118 0.43384 1.33305 0.722
C 0.03893 -0.86688 0.65329 0.095
O 0.04991 -1.90744 1.60801 0.043
C -0.58238 -3.09638 1.27454 0.005
O -0.41739 -3.53350 0.12195 0.006
O -1.25587 -3.57535 2.20582 0.005
H -0.61698 1.09833 1.44997 0.043
H 1.24225 0.74273 1.63592 0.044
H 0.83736 -1.03171 -0.09770 0.013
H -0.90538 -0.87604 0.08040 0.002
O -0.05501 3.61686 -2.75856 0.002
O -0.07367 1.40306 -3.15324 0.000
C 0.13875 2.41804 -2.46700 0.001



(3)
79
Properties=species:S:1:pos:R:3:lowdin_spin:R:1 method="wB97M-V/def2-TZVPD" s_squared=8.76 total_charge=0 spin_multiplicity=6 e_homo_ev="-7.56 / -7.67" de_lowest_kj_mol=0.0
Mn 1.18752 -0.37169 -1.29692 4.674
C -0.91948 -2.44044 3.26840 0.000
C -1.29402 -1.29262 4.19364 0.000
C -0.34079 -0.24453 4.33889 0.000
C 1.08594 -0.51100 3.91371 0.000
C -0.64831 0.91571 5.10056 0.000
C 0.18006 2.16508 4.83622 0.000
C -1.78380 0.88302 5.92980 0.000
C -2.11923 2.06919 6.84451 0.000
C -2.66400 -0.25474 5.84614 0.000
C -3.73508 -0.43598 6.83533 0.000
C -2.48092 -1.29788 4.91436 0.000
C -3.54563 -2.29742 4.66594 0.000
H -0.86082 -2.23288 2.17050 0.000
H -1.51967 -3.31727 3.22904 0.000
H 0.09985 -2.73717 3.53197 0.000
H 1.53951 -1.42440 4.32078 0.000
H 1.65988 0.30875 4.34757 0.000
H 1.25322 -0.53672 2.81528 0.000
H 0.59928 2.09135 3.79583 0.000
H 1.17456 2.06130 5.51709 0.000
H -0.29634 3.12782 4.95076 0.000
H -2.50307 1.77720 7.82088 0.000
H -2.92404 2.65934 6.38169 0.000
H -1.23883 2.71466 6.89885 0.000
H -3.34315 -1.11460 7.63098 0.000
H -4.56380 -0.87826 6.37239 0.000
H -4.10501 0.57801 7.26862 0.000
H -4.43489 -1.80664 4.29258 0.000
H -3.83241 -2.83091 5.56953 0.000
H -3.19815 -3.08430 3.98400 0.000
Cl 3.57913 -6.67333 -0.00381 0.002
C 3.34649 -4.96427 -0.02646 0.007
C 4.36092 -4.12412 0.39934 -0.003
C 4.23611 -2.73288 0.26918 0.008
I 5.87580 -1.57587 0.93744 0.002
C 3.04489 -2.12184 -0.08535 0.005
O 2.71650 -0.87637 0.02534 0.060
C 2.06251 -3.06990 -0.57710 0.008
N 0.97473 -2.48745 -1.21099 0.036
C -0.07565 -3.18133 -1.64028 0.021
C -0.08137 -4.57656 -1.48403 -0.001
C 1.02594 -5.25993 -0.95448 0.013
C 2.14268 -4.48120 -0.51983 0.001
H 5.29275 -4.61961 0.65745 0.000
H -0.85044 -2.68396 -2.13863 0.002
H -0.91054 -5.15364 -1.88251 0.000
H 1.10102 -6.31328 -1.02648 0.001
C -0.08750 4.63737 -4.86115 0.000
C -1.20427 3.75149 -4.39531 0.001
N -1.05899 3.20421 -3.01913 0.008
C -1.80354 3.82209 -1.93289 0.002
C -3.32509 3.53491 -1.91771 0.001
C -0.35764 2.07201 -2.87720 0.014
S -0.59760 1.21152 -1.32969 0.053
N 0.26242 1.63854 -3.97965 0.004
C 1.29530 0.87092 -4.06339 0.011
O 1.83401 0.09827 -3.20281 0.065
C 1.94104 0.86451 -5.43795 0.002
C 3.07028 0.01072 -5.64117 0.001
C 3.48208 -0.22135 -6.92293 0.000
C 2.87802 0.42753 -7.98560 0.001
C 1.86262 1.32887 -7.79322 0.000
C 1.37114 1.62768 -6.48831 0.001
H 0.84180 4.08776 -4.77012 0.000
H -0.13085 5.63043 -4.31364 0.000
H -0.18381 4.78872 -5.97642 0.000
H -1.34283 2.85343 -5.03663 0.000
H -2.19467 4.25644 -4.35430 0.000
H -1.62370 4.93188 -2.03105 0.000
H -1.29476 3.41591 -1.06091 0.001
H -3.80293 3.93812 -2.84452 0.000
H -3.77243 4.01967 -1.02070 0.000
H -3.51843 2.43616 -1.95300 0.000
H 3.62132 -0.42518 -4.77905 0.000
H 4.38063 -0.69186 -7.12892 0.000
H 3.21081 0.28031 -9.03041 0.000
H 1.42381 1.93531 -8.58777 0.000
H 0.55388 2.31715 -6.29215 0.000